1.
Entry from the Open Molecules 2025 dataset: a molecular structure, C22H18N7O3SSeW (ωB97M-V/def2-TZVPD).

Calculated values
net charge = +1
HOMO level (alpha / beta) = -11.86 / -12.05 eV
gap between HOMO and LUMO (alpha / beta) = 0.2394 / 0.2222 hartree
2S+1 = 3

Element x y z (Å)
O1 -0.66 4.88 -3.46
N1 4.04 -4.08 2.47
H1 -0.23 -0.49 3.09
H2 3.91 2.11 -4.74
N2 -0.01 -2.28 -0.15
C1 2.57 -4.47 -1.05
C2 2.56 -2.04 1.93
S1 0.02 4.22 -2.40
C3 -0.55 1.91 -1.90
Se1 -2.66 -1.68 -1.52
H3 -1.72 -2.60 3.43
H4 3.76 -1.37 0.29
C4 -3.30 1.90 0.66
C5 1.16 3.01 -3.04
C6 3.39 -3.17 2.22
C7 -2.31 -2.57 2.52
C8 2.06 -0.09 0.60
H5 -3.59 1.61 -0.35
H6 1.23 -2.46 3.57
C9 -2.45 -0.34 1.40
C10 0.69 1.76 -2.69
C11 -0.07 1.15 1.00
C12 1.36 0.61 -3.08
C13 0.71 -3.11 -0.64
H7 -3.13 -3.29 2.59
H8 -2.34 2.39 0.61
H9 -4.04 2.60 1.06
N3 -1.01 3.08 -1.70
O2 0.62 4.96 -1.34
C14 -4.19 0.49 2.53
H10 0.98 -0.38 -2.84
H11 3.07 -0.12 -4.14
C15 2.88 -1.17 0.88
N4 1.33 -4.01 -1.17
H12 0.30 1.94 0.35
H13 -4.41 -1.30 3.81
H14 2.30 0.59 -0.21
C16 0.92 0.16 1.39
N5 3.64 -4.88 -1.01
C17 0.63 -0.72 2.46
N6 -2.86 -1.24 2.31
C18 2.32 3.18 -3.78
C19 1.44 -1.80 2.74
C20 -3.93 -0.74 3.02
H15 2.67 4.16 -4.05
O3 -1.13 0.83 -1.41
W1 -0.92 -0.56 -0.10
H16 -4.94 1.21 2.78
H17 -0.66 1.54 1.83
C21 2.53 0.76 -3.82
C22 3.00 2.03 -4.16
N7 -3.27 0.73 1.53
H18 -1.69 -2.84 1.67

---

2.
Entry from the Open Molecules 2025 dataset: a molecular structure, C22H19Br2Cl3N3O2S3SiW at a distorted geometry (ωB97M-V/def2-TZVPD).

Calculated values
net charge = +1
HOMO level (alpha / beta) = -9.39 / -9.39 eV
gap between HOMO and LUMO (alpha / beta) = 0.1793 / 0.1793 hartree

Element x y z (Å)
C1 -3.42 0.65 -0.87
S1 3.36 -0.90 0.41
N1 -1.03 0.66 -0.70
C2 0.52 -2.60 0.07
Si1 4.10 0.55 -0.79
N2 0.21 -1.68 -2.04
H1 -4.73 3.34 -2.23
H2 1.26 4.39 -0.36
O1 -0.46 -1.79 0.38
H3 3.46 0.20 -3.83
H4 -0.06 2.06 -1.87
S2 3.19 2.40 -0.42
C3 1.06 -3.56 0.96
C4 3.10 -2.94 -2.81
C5 -0.37 0.03 3.18
H5 -3.43 0.41 5.54
C6 -3.42 1.71 -1.76
H6 -3.47 -1.23 3.65
H7 0.17 4.40 1.06
Br1 4.21 -5.18 -1.07
C7 1.58 1.67 -0.07
C8 2.10 -4.34 0.56
H8 2.14 1.33 -2.87
H9 -1.48 -1.49 2.20
H10 2.50 -5.10 1.21
Cl1 -1.10 -0.61 -3.89
W1 0.95 -0.32 -0.13
C9 -2.60 -0.61 3.81
C10 3.87 -1.89 -2.97
H11 -1.33 1.76 5.87
O2 0.74 2.56 0.48
C11 -1.46 1.04 5.07
H12 -5.56 1.82 -1.88
H13 3.27 -3.79 -3.47
C12 -2.22 0.15 -0.38
C13 1.10 -2.41 -1.24
C14 2.69 -4.12 -0.70
C15 2.26 -3.17 -1.60
S3 1.15 -0.04 2.38
C16 -2.17 2.22 -2.11
H14 -2.22 -0.72 0.25
H15 -4.34 0.17 -0.57
C17 -1.51 -0.75 2.98
Cl2 2.77 0.11 -2.68
C18 1.06 3.95 0.62
C19 0.49 -1.12 -3.19
Br2 0.25 -3.80 2.63
C20 -2.59 0.30 4.88
N3 -0.41 0.90 4.23
H16 -2.09 3.03 -2.82
C21 -4.68 2.26 -2.35
H17 -4.72 2.05 -3.42
C22 -1.03 1.68 -1.58
H18 0.42 1.45 4.37
H19 1.91 4.09 1.28
Cl3 6.00 0.78 -1.37

---

3.
Entry from the Open Molecules 2025 dataset: a molecular structure, C22H19BrN6OSTi at a distorted geometry (ωB97M-V/def2-TZVPD).

Calculated values
net charge = +1
HOMO level (alpha / beta) = -9.86 / -10.29 eV
gap between HOMO and LUMO (alpha / beta) = 0.2311 / 0.2535 hartree
2S+1 = 2

Element x y z (Å)
Br1 0.46 -3.64 0.96
C1 5.15 1.69 0.88
H1 -2.18 -4.17 -1.38
C2 1.55 -0.35 2.65
N1 -0.69 -1.30 2.52
H2 4.80 1.82 -1.23
C3 -1.51 2.95 -2.21
O1 -2.69 -3.92 -3.89
H3 -2.74 -3.69 -4.83
H4 5.26 1.48 3.02
C4 4.40 1.50 -0.28
C5 1.77 -1.64 -0.98
H5 0.21 1.73 -1.68
H6 2.96 0.13 4.16
H7 0.14 -0.37 4.25
H8 -3.31 4.07 -2.48
N2 -3.09 1.16 1.12
C6 2.69 0.47 1.00
N3 1.53 -0.19 1.34
S1 2.94 -2.17 -1.86
C7 -2.01 0.38 1.41
H9 -1.79 0.22 3.52
H10 2.56 0.75 -1.13
C8 -1.85 -3.23 -1.80
C9 3.44 0.69 2.17
N4 -0.73 -1.15 -1.63
H11 -0.95 -2.28 2.63
C10 -1.59 -1.78 -3.73
H12 6.13 2.15 0.80
C11 -0.82 2.01 -1.46
H13 -3.95 1.22 1.64
N5 2.69 0.16 3.19
C12 3.16 0.91 -0.24
C13 -2.81 3.32 -1.88
Ti1 0.24 -1.18 0.17
N6 -1.05 0.50 0.53
C14 -2.06 -2.98 -3.18
C15 4.68 1.31 2.12
C16 0.44 -1.02 3.40
C17 -0.92 -0.88 -2.92
H14 -0.51 0.04 -3.32
C18 -1.19 -2.26 -1.11
C19 -1.48 1.44 -0.38
H15 0.83 -1.96 3.83
H16 -4.46 3.11 -0.52
H17 -1.03 3.41 -3.06
C20 -1.87 -0.46 2.65
H18 -1.73 -1.57 -4.78
H19 -2.77 -1.06 2.80
C21 -3.47 2.79 -0.78
C22 -2.78 1.86 -0.03

---

4.
Entry from the Open Molecules 2025 dataset: a molecular structure, C22H19F6GaN5O7S4 at a distorted geometry (ωB97M-V/def2-TZVPD).

Calculated values
net charge = -1
HOMO level = -4.64 eV
gap between HOMO and LUMO = 0.2464 hartree

Element x y z (Å)
H1 4.31 -1.94 -2.31
H2 -3.51 -3.87 -2.32
F1 3.29 3.60 1.14
F2 -0.34 2.57 -4.45
F3 4.00 4.00 -0.87
H3 -1.91 -3.16 -4.12
C1 3.94 -0.93 -2.44
C2 2.59 -0.67 1.59
N1 -0.02 3.07 2.45
C3 -0.88 2.85 -3.26
S1 2.23 -1.10 -2.88
N2 -0.95 0.40 0.45
F4 -2.19 3.05 -3.44
C4 -3.98 -0.94 1.70
C5 2.91 3.94 -0.10
N3 -0.91 -1.12 -1.66
S2 -1.21 3.57 -0.02
C6 1.51 -3.16 2.13
H4 3.96 -0.37 -1.50
C7 3.06 -1.42 2.66
C8 -1.78 -0.63 0.49
C9 -0.97 -1.73 -2.85
H5 -0.92 3.10 2.92
H6 -3.41 -2.74 -0.11
C10 -0.18 2.41 1.21
Ga1 0.79 -0.15 -0.79
C11 -1.90 -2.70 -3.14
N4 0.04 4.19 -0.96
H7 -2.07 -1.77 4.94
C12 -2.79 -3.08 -2.14
F5 -0.74 1.76 -2.49
H8 4.47 -0.40 -3.22
F6 2.39 5.15 -0.03
H9 -4.51 -0.69 0.79
O1 -0.84 5.45 -2.99
S3 -0.03 4.37 -2.51
H10 -5.76 -1.25 2.85
H11 -4.55 -1.82 4.92
C13 -4.68 -1.25 2.85
C14 -2.61 -1.53 4.03
C15 2.52 -2.66 2.94
O2 1.33 4.28 -3.00
H12 0.26 -2.82 0.43
O3 2.14 -1.44 -4.28
H13 3.85 -1.02 3.28
H14 2.90 -3.25 3.77
C16 1.04 -2.42 1.06
N5 -0.99 1.27 1.39
O4 2.96 1.48 -0.58
C17 -4.00 -1.56 4.02
C18 -1.81 -1.43 -0.70
C19 -2.58 -0.92 1.70
H15 -0.23 -1.43 -3.58
C20 -2.75 -2.46 -0.92
C21 -1.91 -1.21 2.88
H16 -0.82 -1.20 2.88
H17 3.01 0.31 1.38
O5 1.54 0.22 -2.57
S4 1.87 2.45 -0.75
H18 0.35 4.00 2.31
H19 1.07 -4.13 2.34
O6 1.69 -2.11 -1.98
C22 1.58 -1.16 0.77
O7 1.10 2.13 0.68

---

5.
Entry from the Open Molecules 2025 dataset: C22H19FN4O2S in the gas phase at a distorted geometry (ωB97M-V/def2-TZVPD).

Calculated values
net charge = 0
HOMO level = -8.43 eV
gap between HOMO and LUMO = 0.3133 hartree

Element x y z (Å)
H1 2.03 4.45 3.72
H2 -4.57 -1.04 -3.77
H3 0.98 2.61 6.84
C1 -2.32 0.79 -2.05
H4 -2.28 -1.85 1.27
H5 1.59 0.59 -2.87
S1 0.81 -1.07 -1.28
H6 -4.73 -2.07 -1.23
C2 2.38 3.99 4.68
C3 -4.05 -0.61 -2.85
N1 1.07 0.29 0.81
N2 1.78 1.52 2.58
H7 -3.16 0.92 -3.97
C4 0.87 3.21 5.93
C5 5.27 -1.38 -2.74
C6 3.96 -0.43 -0.51
H8 5.80 -1.72 -3.59
F1 5.74 -0.86 1.00
N3 1.04 2.22 3.49
C7 -3.21 -1.62 0.84
H9 -3.72 -0.92 1.53
H10 3.42 3.66 4.74
C8 -3.14 -0.97 -0.52
C9 0.79 1.09 1.84
C10 1.65 2.58 4.73
C11 -0.34 2.18 3.29
H11 3.30 -0.09 0.38
H12 -0.18 3.33 5.76
C12 -1.48 1.06 1.20
C13 0.11 0.04 -0.10
C14 -2.14 0.01 -0.87
H13 2.44 1.91 4.93
O1 -2.59 1.18 1.59
C15 -4.09 -1.25 -1.50
N4 -1.21 0.46 0.00
O2 1.70 4.46 5.86
H14 3.43 -0.92 -3.74
C16 3.99 -0.87 -2.85
H15 -1.72 1.72 -2.28
C17 -0.51 1.45 2.11
H16 6.94 -1.69 -1.40
C18 5.32 -0.78 -0.31
H17 1.91 1.02 -1.23
C19 -3.25 0.45 -3.02
H18 -3.94 -2.43 0.81
C20 3.35 -0.32 -1.77
C21 5.98 -1.28 -1.52
C22 1.99 0.21 -1.92
H19 -1.08 2.68 3.92

---

6.
Entry from the Open Molecules 2025 dataset: C22H19N3O2 in the gas phase at a distorted geometry (ωB97M-V/def2-TZVPD).

Calculated values
net charge = 0
HOMO level = -8.17 eV
gap between HOMO and LUMO = 0.2873 hartree

Element x y z (Å)
H1 3.62 0.64 -4.51
C1 3.27 4.25 -0.29
H2 -0.73 -2.27 -0.39
C2 -2.92 -0.30 2.98
C3 3.05 -1.21 -1.14
N1 -0.17 -0.41 1.39
H3 -4.64 0.73 3.74
H4 1.81 1.42 -2.89
C4 3.44 0.18 -3.53
C5 2.63 3.02 -0.19
N2 0.79 -0.64 0.43
H5 -3.78 0.80 6.06
H6 4.31 4.34 0.12
C6 0.50 1.61 -0.54
C7 -1.90 -0.16 5.61
C8 -3.18 0.31 5.28
N3 -1.24 -2.96 0.20
H7 -1.82 -3.64 -0.24
C9 -0.75 -1.51 2.25
C10 1.20 5.24 -1.15
H8 -0.19 -1.12 4.93
H9 3.19 2.14 0.22
C11 1.30 2.89 -0.61
C12 2.21 -0.13 -1.43
C13 -1.61 -0.78 3.28
H10 0.64 6.09 -1.51
H11 2.90 -1.72 -0.18
C14 2.55 5.34 -0.78
H12 4.98 -1.23 -3.90
C15 1.12 0.27 -0.50
C16 0.61 3.99 -1.09
O1 -0.72 1.70 -0.44
H13 0.07 -2.01 2.73
C17 -1.54 -2.60 1.50
H14 4.71 -2.42 -1.69
C18 -3.69 0.32 3.97
H15 -0.44 3.90 -1.37
C19 4.25 -0.91 -3.21
H16 -0.79 0.39 1.27
H17 3.03 6.31 -0.78
C20 2.44 0.60 -2.61
C21 -1.13 -0.67 4.59
H18 -3.31 -0.36 1.96
H19 -1.61 -0.10 6.66
O2 -2.21 -3.41 2.12
C22 4.09 -1.57 -2.00

---

Computed M, in the same sequence as the records: 723.30 931.71 543.27 777.40 422.48 357.41 Da.
Computed ΔE to the lowest compared entry with this formula, charge and spin, in the same sequence as the records: 17.43 385.82 13.70 109.80 104.43 63.60 kcal per mole.